# C9H8AuN4S3

A molecular structure, C9H8AuN4S3 in a non-equilibrium geometry (ωB97M-V with the def2-TZVPD basis set, OMol25).

Its multiplicity is 1. For the HOMO energy (alpha / beta), the calculation gives -11.385 / -11.385 eV. Its charge is +1.

Each line ends with the natural charge from an NBO analysis.
Cartesian coordinates (Å):
Au -1.181 -0.069 -0.004  1.2119
C -1.500 4.838 2.439  -0.7642
S 0.119 4.073 2.214  0.4451
C -0.242 2.624 1.327  -0.1152
S -1.862 2.213 0.911  0.0944
N 0.818 1.943 1.003  -0.3503
N 0.701 0.784 0.409  -0.2377
C 1.740 0.175 -0.073  0.1012
C 1.598 -1.101 -0.708  0.1181
C 2.699 -1.886 -1.068  -0.1792
C 2.481 -3.088 -1.720  -0.1212
C 1.178 -3.489 -1.993  -0.2039
C 0.136 -2.669 -1.576  0.0823
N 0.348 -1.521 -0.965  -0.4732
H -1.316 5.788 2.931  0.2660
H -2.121 4.207 3.069  0.2439
H -1.972 4.997 1.474  0.2402
H 2.721 0.627 0.008  0.2474
H 3.697 -1.559 -0.821  0.2481
H 3.319 -3.700 -2.018  0.2510
H 0.977 -4.409 -2.519  0.2579
H -0.901 -2.922 -1.738  0.2448
S -4.859 -2.946 -0.062  -0.0243
C -3.708 -1.859 -0.184  0.2006
N -2.869 -1.051 -0.336  -0.7836

# C35H59AlAs3N6O5S2Te

A molecular structure, C35H59AlAs3N6O5S2Te (ωB97M-V with the def2-TZVPD basis set, OMol25).

Its multiplicity is 1. For the HOMO energy (alpha / beta), the calculation gives -9.185 / -9.185 eV. Its charge is +1.

Each line ends with the Mulliken charge.
Cartesian coordinates (Å):
Al 0.368 1.336 -1.443  0.4840
C -3.403 -1.443 1.042  -1.2678
As -2.377 -0.062 1.969  0.7772
C -3.933 0.831 2.774  -1.4253
C -1.891 -1.255 3.475  -2.3806
C -0.826 -0.838 4.506  3.2833
C -1.197 0.514 5.108  -1.7684
C 0.575 -0.808 3.883  -1.5289
As 1.099 0.755 2.794  1.0571
C 2.086 1.740 4.178  -1.5154
C 2.665 -0.064 1.958  -0.9931
C -0.878 -1.930 5.598  -2.1401
As 0.378 -2.179 7.121  0.2867
C 1.980 -2.855 6.188  -1.0202
C 1.061 -0.384 7.538  -0.9113
H -4.081 -1.942 1.736  0.5645
H -2.715 -2.170 0.615  0.2282
H -3.974 -0.992 0.232  0.3698
H -4.554 0.117 3.315  0.3880
H -4.525 1.277 1.975  0.4420
H -3.623 1.621 3.458  0.3652
H -1.576 -2.190 3.002  0.4944
H -2.827 -1.473 3.999  0.7149
H -1.224 1.288 4.332  0.2443
H -0.490 0.832 5.870  0.1203
H -2.189 0.472 5.560  0.4400
H 0.719 -1.697 3.260  0.6968
H 1.329 -0.853 4.669  -0.1710
H 2.783 1.079 4.694  0.3623
H 1.402 2.175 4.905  0.4183
H 2.649 2.544 3.704  0.4412
H 3.159 -0.738 2.660  0.7719
H 3.367 0.715 1.661  0.3128
H 2.370 -0.620 1.071  -0.1883
H -0.837 -2.913 5.113  0.5193
H -1.863 -1.884 6.073  0.5484
H 1.682 -3.471 5.340  0.2540
H 2.541 -3.479 6.882  0.4416
H 2.630 -2.056 5.836  0.2394
H 0.271 0.232 7.964  0.3314
H 1.501 0.123 6.681  0.0863
H 1.831 -0.515 8.299  0.4031
N -0.962 3.418 1.541  -0.2755
C -0.988 3.498 0.218  0.7004
N -1.425 4.613 -0.388  -0.3703
O -0.611 2.532 -0.489  0.0193
H -1.281 4.160 2.136  0.1962
H -0.611 2.546 1.937  -0.5533
H -1.782 5.402 0.121  0.1926
H -1.460 4.616 -1.395  0.2333
O -0.616 2.847 -4.768  -0.7433
C 0.204 2.150 -4.195  -0.0468
O 0.580 2.248 -2.974  -0.1564
C 0.870 1.022 -4.978  0.5363
N -0.033 0.780 -6.161  0.0291
C 0.799 0.828 -7.405  -0.6413
C 1.878 1.829 -7.031  -0.7265
C 2.217 1.438 -5.592  -0.7494
H 0.931 0.120 -4.366  -0.0496
H -0.680 1.601 -6.111  0.4403
H -0.582 -0.073 -6.061  0.3549
H 0.170 1.102 -8.249  0.4015
H 1.214 -0.168 -7.564  0.3345
H 1.486 2.846 -7.090  0.3114
H 2.735 1.754 -7.696  0.4121
H 2.671 2.244 -5.021  0.3618
H 2.902 0.594 -5.561  0.3836
N 6.111 -4.243 1.231  -0.5021
C 5.357 -3.501 0.364  1.0467
C 3.958 -3.600 0.376  -0.7755
C 3.197 -2.830 -0.474  -0.9098
C 3.816 -1.938 -1.347  -0.5829
C 5.199 -1.844 -1.384  -0.1564
C 5.965 -2.617 -0.534  -0.8696
S 2.820 -0.998 -2.433  1.6388
O 1.752 -1.814 -2.934  -0.7968
O 3.690 -0.322 -3.366  -0.7417
N 2.093 0.129 -1.495  0.3739
C 2.815 1.145 -0.979  0.2846
S 4.496 1.450 -0.797  -0.0906
C 4.106 2.982 -0.074  -0.5498
C 2.771 3.168 -0.036  -0.9701
N 2.046 2.125 -0.547  0.5753
H 5.683 -5.017 1.707  0.2138
H 7.101 -4.316 1.074  0.2142
H 3.479 -4.295 1.052  0.3618
H 2.120 -2.924 -0.482  0.5616
H 5.668 -1.177 -2.093  0.5639
H 7.044 -2.548 -0.566  0.3202
H 4.880 3.642 0.267  0.4852
H 2.264 4.034 0.359  0.4440
C -7.381 -0.263 -3.541  -1.5671
C -5.927 -0.308 -3.167  0.6031
C -5.262 -1.510 -2.989  -0.9525
C -3.916 -1.571 -2.647  0.6445
C -3.306 -2.935 -2.484  -1.8079
C -3.195 -0.375 -2.466  -0.1797
Te -1.105 -0.682 -2.094  0.2743
C -3.851 0.845 -2.640  1.3544
C -3.169 2.170 -2.492  -0.7269
C -5.199 0.856 -2.986  -0.8467
H -7.803 -1.265 -3.602  0.3578
H -7.520 0.219 -4.510  0.3359
H -7.958 0.303 -2.810  0.3446
H -5.807 -2.438 -3.112  0.2772
H -4.076 -3.701 -2.555  0.3942
H -2.807 -3.040 -1.522  0.2271
H -2.557 -3.135 -3.252  0.3533
H -2.284 2.076 -1.874  -0.8724
H -3.839 2.892 -2.023  0.5084
H -2.866 2.574 -3.460  0.3376
H -5.692 1.813 -3.110  0.4311

# C3H6MnO3

A molecular structure, C3H6MnO3 in a non-equilibrium geometry (ωB97M-V with the def2-TZVPD basis set, OMol25).

Its multiplicity is 7. For the HOMO energy (alpha / beta), the calculation gives -2.663 / -3.562 eV. Its charge is -1.

Each line ends with the natural charge from an NBO analysis.
Cartesian coordinates (Å):
O 1.813 2.640 0.132  -0.9754
C 0.480 2.551 0.083  0.0454
C -0.135 1.376 -0.176  -0.0524
O 0.630 0.229 -0.111  -0.9190
C -0.359 -1.423 0.126  -0.1787
Mn 2.519 0.882 -0.270  0.8091
H -0.116 3.468 0.185  0.1334
H -1.214 1.280 -0.350  0.1569
H 0.561 -2.005 -0.025  0.1932
H -0.675 -1.108 1.131  0.2085
H -0.942 -1.250 -0.793  0.1934
O -1.361 -3.060 0.429  -1.0277
H -1.202 -3.581 -0.361  0.4133

# C4H6N4O2

C4H6N4O2 in the gas phase in a non-equilibrium geometry (ωB97M-V with the def2-TZVPD basis set, OMol25).

Its multiplicity is 1. Its energy above the lowest of the compared OMol25 structures with the same formula, charge and spin is 4.321 eV. For the HOMO energy, the calculation gives -10.011 eV.

Each line ends with the natural charge from an NBO analysis.
Cartesian coordinates (Å):
H -0.939 -0.962 1.600  0.3502
N -0.255 -1.682 1.382  -0.6825
C 0.592 -1.298 0.506  0.5396
O 1.478 -2.206 0.108  -0.6934
C 0.412 -0.206 -0.558  -0.1701
N 1.653 0.395 -1.005  -0.8115
C -0.533 0.848 -0.077  0.2895
C -1.817 1.189 -0.372  -0.1670
N -2.126 2.256 0.429  -0.1956
N -1.141 2.562 1.149  0.1001
O -0.102 1.704 0.847  -0.2868
H 0.952 -3.082 0.213  0.5092
H -0.069 -0.687 -1.423  0.2376
H 2.219 0.713 -0.222  0.3694
H 2.207 -0.277 -1.526  0.3781
H -2.530 0.733 -1.050  0.2333